ORCA calculation (ωB97M-V with the def2-TZVPD basis set) on C57H99N10O8PdS7 as an isolated structure at a distorted geometry.

The HOMO-LUMO gap (spin up / spin down) comes out at 7.31 / 7.07 eV. Its multiplicity is 3. Its largest force on an atom is 0.1033 Eh/bohr. The charge is +1.

Positions of all 182 atoms, in Å:
Pd -1.8512 -0.0562 -2.7964
C 1.4163 -1.4543 0.2578
C -0.0057 -0.9357 0.1081
C -0.4716 0.1016 1.1097
O -0.4455 -0.5497 -1.1966
H 1.6637 -1.6217 1.3061
H 2.1335 -0.7783 -0.2078
H 1.4717 -2.3427 -0.3713
H -0.5961 -1.8262 0.3237
H -1.4891 0.4925 1.1034
H 0.1776 0.9759 1.0629
H -0.3025 -0.3411 2.0913
C -5.9864 0.6788 -1.0544
S -5.0514 -0.6058 -1.8598
O -3.6199 -0.2637 -1.4804
C -5.6939 -1.9299 -0.7086
H -5.7204 0.7038 0.0024
H -7.0495 0.5127 -1.2280
H -5.7568 1.6246 -1.5450
H -5.4328 -2.9705 -0.9010
H -6.7813 -1.8573 -0.6877
H -5.3763 -1.6050 0.2822
C -1.8892 -4.2943 -1.0811
S -2.7926 -3.6356 -2.6121
O -2.3705 -2.1926 -2.7213
C -1.7706 -4.4904 -3.9041
H -2.2994 -3.8444 -0.1770
H -0.8835 -3.9003 -0.9342
H -1.9263 -5.3753 -0.9465
H -2.2047 -5.4902 -3.8952
H -0.6983 -4.3723 -3.7483
H -1.8817 -4.0527 -4.8961
C -2.6754 1.2700 -6.6783
S -4.0101 0.7772 -5.4929
O -3.3981 -0.0056 -4.3558
C -4.3594 2.4475 -4.9108
H -3.0993 1.9944 -7.3737
H -2.4699 0.3530 -7.2305
H -1.7558 1.5961 -6.1926
H -3.4482 3.0310 -4.7793
H -4.9529 2.3578 -4.0010
H -4.9197 2.8869 -5.7361
C 3.5168 0.7901 1.6582
S 4.4678 1.4666 3.0905
O 3.4359 2.0937 4.0553
C 4.8972 -0.1476 3.9103
H 3.2826 1.5008 0.8656
H 2.5720 0.6351 2.1791
H 3.9876 -0.0167 1.0964
H 5.9148 -0.1171 4.2998
H 4.8898 -0.9155 3.1367
H 4.2041 -0.5007 4.6739
C 1.1006 2.8484 -2.6304
S -0.1734 2.7371 -3.9765
O -0.7044 1.2701 -3.9372
C 0.9494 3.0005 -5.4610
H 1.8195 2.0363 -2.7389
H 0.6110 2.7124 -1.6661
H 1.6270 3.7986 -2.7206
H 0.3086 3.0026 -6.3427
H 1.7335 2.2447 -5.5060
H 1.3634 4.0020 -5.3444
C -2.5780 3.1784 -0.0387
S -3.3374 3.1809 -1.6633
O -2.6552 2.0648 -2.4434
C -2.5347 4.6830 -2.3315
H -3.0009 2.4286 0.6298
H -2.8728 4.1043 0.4551
H -1.5012 3.0496 0.0704
H -1.4463 4.6246 -2.3296
H -2.9825 5.4612 -1.7134
H -2.8964 4.8027 -3.3528
C 1.7502 -1.5123 -3.6881
S 0.3251 -2.0548 -4.7476
O -0.7993 -1.0781 -4.4900
C 0.9970 -1.8393 -6.3890
H 2.6491 -2.1165 -3.8105
H 1.4203 -1.8579 -2.7084
H 1.9760 -0.4460 -3.6951
H 1.7969 -2.5792 -6.4161
H 1.4228 -0.8406 -6.4868
H 0.3785 -2.0426 -7.2632
N 6.7093 -1.9877 -1.5933
C 7.1939 -2.0515 -0.3505
C 6.3051 -2.6503 0.4826
C 5.1371 -2.9504 -0.3407
C 5.4173 -2.4863 -1.5764
H 7.2369 -1.5842 -2.3542
H 8.1613 -1.6155 -0.1495
H 6.3494 -2.8706 1.5390
H 4.2164 -3.4013 -0.0010
H 4.8239 -2.5425 -2.4771
N 4.4728 -5.0705 -3.9199
C 3.4437 -5.1935 -3.0200
C 2.2433 -5.1556 -3.7015
C 2.5496 -5.1024 -5.0264
C 3.9166 -4.9816 -5.1833
H 5.4362 -5.0961 -3.6178
H 3.6804 -5.2482 -1.9677
H 1.2716 -5.3211 -3.2603
H 1.8233 -5.1628 -5.8235
H 4.4206 -4.8899 -6.1341
N -6.1300 3.8099 4.3926
C -5.0447 3.7536 3.5913
C -5.3864 4.3693 2.3516
C -6.6718 4.9143 2.5144
C -7.0748 4.5644 3.7726
H -6.3083 3.4141 5.3046
H -4.1787 3.1892 3.9040
H -4.7851 4.4664 1.4597
H -7.2847 5.4660 1.8170
H -8.0243 4.8156 4.2219
N 5.0588 2.4866 -4.1461
C 4.2037 1.5422 -3.5053
C 4.4477 1.6992 -2.1814
C 5.3264 2.7317 -1.9898
C 5.7900 3.1726 -3.2011
H 5.1251 2.5478 -5.1521
H 3.5049 0.8788 -3.9932
H 3.9782 1.1715 -1.3644
H 5.6500 3.1033 -1.0288
H 6.4976 3.9428 -3.4706
N -1.5247 -5.3980 3.3831
C -1.0847 -4.3784 2.5736
C -2.0833 -3.3768 2.5196
C -3.1491 -3.8309 3.3729
C -2.8085 -5.0934 3.7926
H -1.0960 -6.3045 3.5038
H -0.1212 -4.4610 2.0927
H -2.0552 -2.4358 1.9903
H -4.0576 -3.3331 3.6780
H -3.3674 -5.7748 4.4169
N -3.0500 0.0648 3.5075
C -3.9140 0.5884 4.4546
C -5.1693 0.5928 3.9594
C -5.1176 0.1484 2.6362
C -3.8298 -0.1973 2.4344
H -2.0431 0.0654 3.5875
H -3.5870 0.8643 5.4462
H -6.0312 0.9398 4.5099
H -5.9859 -0.0657 2.0308
H -3.3370 -0.5559 1.5428
N 1.1120 4.7314 2.0946
C 1.7497 4.0613 1.0983
C 2.4631 4.9302 0.3039
C 2.2441 6.2222 0.7856
C 1.4382 6.0768 1.8820
H 0.4926 4.3718 2.8067
H 1.6289 2.9880 1.1045
H 3.0437 4.7289 -0.5843
H 2.5411 7.1113 0.2493
H 0.9275 6.7787 2.5246
N 3.5509 -5.3474 1.8680
C 2.7109 -4.2907 2.1344
C 3.1777 -3.5714 3.1919
C 4.2671 -4.2689 3.7380
C 4.5093 -5.3495 2.8373
H 3.4700 -5.9546 1.0650
H 1.9510 -4.1446 1.3811
H 2.8466 -2.6666 3.6798
H 4.8071 -3.8397 4.5690
H 5.3320 -6.0374 2.7100
N -0.3859 -1.7060 4.9233
C -0.6374 -1.3132 6.2100
C 0.4423 -0.5298 6.5559
C 1.3346 -0.4747 5.4786
C 0.7534 -1.1090 4.4986
H -0.9889 -2.3167 4.3908
H -1.4930 -1.6828 6.7558
H 0.5859 -0.0243 7.4994
H 2.2491 0.0990 5.4486
H 1.1292 -1.3255 3.5095
N 0.2756 3.1549 4.8470
C 0.4449 4.4440 5.3512
C -0.5855 5.2137 4.8108
C -1.5329 4.3898 4.1726
C -0.9517 3.1020 4.2403
H 0.9684 2.4366 5.0021
H 1.3187 4.6098 5.9641
H -0.8098 6.2700 4.7927
H -2.4684 4.6945 3.7272
H -1.3437 2.1370 3.9546

Atom charges from the Löwdin analysis, given in e for atoms 1 to 6: atom 1 (Pd): 1.10, atom 2 (C): -0.06, atom 3 (C): -0.57, atom 4 (C): -0.06, atom 5 (O): -0.35, atom 6 (H): 0.06

ORCA calculation (ωB97M-V with the def2-TZVPD basis set) on a 11-piece molecular cluster, C57H99N11O13 overall at a distorted geometry.

The HOMO-LUMO gap comes out at 8.26 eV. Its multiplicity is 1. Its largest force on an atom is 0.0301 Eh/bohr.

Positions of all 180 atoms, in Å:
C -0.5729 1.2065 4.7884
C 0.1099 0.5258 4.0541
C 0.9824 -0.3734 3.2036
C 0.1617 -1.4771 2.4863
C 0.7192 -1.8696 1.0909
C 0.2622 -0.9433 -0.0535
C -0.8086 -0.0238 0.0760
C -1.0801 0.7802 -1.0392
C -0.3585 0.6748 -2.2582
C 0.7146 -0.2365 -2.4045
C 1.5268 -0.3161 -3.7161
C 1.0114 -1.0435 -1.2634
C 2.2114 -2.0230 -1.3581
C 3.4685 -1.2407 -0.7705
C 4.5799 -0.9648 -1.8251
C 4.7437 0.5603 -2.1585
N 5.7476 1.2206 -1.3141
C 5.7711 2.6929 -1.5680
C 7.0848 0.7701 -1.6519
C 8.1124 0.6152 -0.4951
O 7.4411 0.4880 -2.7696
C -0.7425 1.6030 -3.4245
O -0.7719 1.2475 -4.5787
C -1.0773 3.0389 -2.9886
C -0.6635 4.1439 -3.7293
C -0.9692 5.4378 -3.2474
C -1.6738 5.5545 -2.0286
C -2.0960 4.4208 -1.2993
C -1.7991 3.1356 -1.7715
C -2.1751 1.8462 -1.0343
O -3.2525 1.6758 -0.5074
H -1.3287 1.7951 5.3308
H 1.5314 0.2958 2.5067
H 1.7300 -0.7962 3.9047
H 0.2173 -2.4053 3.1133
H -0.9103 -1.2331 2.3964
H 1.8245 -1.7439 1.1474
H 0.5563 -2.9438 0.8699
H -1.3755 0.0733 1.0076
H 2.5801 -0.4648 -3.4141
H 1.4843 0.6794 -4.1965
H 1.1636 -1.0963 -4.4040
H 2.3943 -2.2972 -2.4091
H 2.0248 -2.9307 -0.7595
H 3.1234 -0.2459 -0.4088
H 3.8129 -1.7875 0.1219
H 4.3384 -1.4706 -2.7789
H 5.5556 -1.3588 -1.4952
H 3.7369 1.0106 -2.0101
H 4.9882 0.7174 -3.2335
H 6.4851 2.9266 -2.3895
H 4.7746 3.0772 -1.8456
H 6.1166 3.2046 -0.6475
H 7.7819 1.2170 0.3692
H 8.1777 -0.4468 -0.1989
H 9.0892 0.9472 -0.8952
H -0.1070 3.9981 -4.6633
H -0.6195 6.3099 -3.8123
H -1.8577 6.5808 -1.6829
H -2.6355 4.5762 -0.3563
C -6.4781 3.4108 -2.2934
O -7.3410 4.2707 -2.2229
N -6.0279 2.8618 -3.4363
C -4.9982 1.8424 -3.4481
C -6.5914 3.3040 -4.7014
H -5.9850 3.0052 -1.3942
H -4.1466 2.2083 -4.0288
H -5.3922 0.9374 -3.9170
H -4.6566 1.6082 -2.4409
H -6.4261 4.3765 -4.8182
H -7.6653 3.1174 -4.6954
H -6.1299 2.7694 -5.5291
C -7.4899 -0.2798 -7.2191
O -6.5482 0.1059 -6.5521
N -8.7879 -0.0432 -6.9369
C -9.8632 -0.5339 -7.7751
C -9.1122 0.7305 -5.7508
H -7.3477 -0.8741 -8.1373
H -10.4467 0.3109 -8.1475
H -10.5114 -1.1879 -7.1874
H -9.4678 -1.0930 -8.6216
H -8.6487 1.7125 -5.8274
H -8.7109 0.2231 -4.8716
H -10.1900 0.8399 -5.6509
C -2.0283 -4.4099 3.2313
O -1.1007 -4.0383 3.9318
N -3.3265 -4.1455 3.4625
C -4.3787 -4.6185 2.5811
C -3.6833 -3.3605 4.6316
H -1.8651 -5.0100 2.3215
H -4.9285 -3.7639 2.1832
H -5.0627 -5.2570 3.1455
H -3.9620 -5.1874 1.7520
H -3.1991 -2.3841 4.5750
H -3.3316 -3.8692 5.5310
H -4.7621 -3.2309 4.6829
C 5.7428 -4.5222 -1.3284
O 4.9106 -3.6325 -1.2864
N 6.2093 -5.0895 -2.4559
C 7.2023 -6.1463 -2.4394
C 5.7000 -4.6266 -3.7354
H 6.1919 -4.9424 -0.4133
H 8.0839 -5.8173 -2.9927
H 6.7865 -7.0351 -2.9171
H 7.4920 -6.3912 -1.4185
H 5.9105 -3.5604 -3.8417
H 4.6187 -4.7735 -3.7663
H 6.1692 -5.1775 -4.5487
C -3.7986 -3.8281 -2.0737
O -3.6183 -4.1712 -0.9173
N -3.0870 -2.8879 -2.7241
C -3.3573 -2.5293 -4.1032
C -2.0117 -2.2099 -2.0178
H -4.5888 -4.2801 -2.6967
H -2.4665 -2.7162 -4.7072
H -3.6133 -1.4690 -4.1590
H -4.1850 -3.1156 -4.4996
H -1.2784 -2.9467 -1.6852
H -2.4208 -1.7079 -1.1432
H -1.5332 -1.4845 -2.6659
C -6.0507 7.7859 -5.4293
O -6.4842 6.7370 -5.8662
N -6.2874 8.2701 -4.1931
C -5.7349 9.5302 -3.7419
C -7.1251 7.5004 -3.2840
H -5.4058 8.4454 -6.0355
H -5.1069 9.3572 -2.8646
H -6.5487 10.2078 -3.4736
H -5.1330 9.9901 -4.5245
H -6.6805 6.5182 -3.1249
H -8.1109 7.3648 -3.7310
H -7.2230 8.0162 -2.3311
C -2.3931 2.9025 8.2259
O -3.0282 2.5458 7.2501
N -1.7889 2.0740 9.0990
C -1.0430 2.5633 10.2434
C -1.8879 0.6407 8.8849
H -2.2593 3.9684 8.4756
H -0.0108 2.2163 10.1729
H -1.4952 2.1732 11.1595
H -1.0531 3.6522 10.2762
H -1.4632 0.3889 7.9115
H -2.9385 0.3450 8.8911
H -1.3522 0.1060 9.6666
C 2.1459 2.0045 11.9383
O 2.1269 1.7910 10.7406
N 2.7782 3.0382 12.5293
C 2.7614 3.2347 13.9655
C 3.5000 3.9850 11.6957
H 1.6292 1.3449 12.6558
H 2.3114 4.2035 14.1934
H 3.7848 3.2147 14.3459
H 2.1851 2.4515 14.4551
H 2.8099 4.4414 10.9843
H 4.2745 3.4582 11.1364
H 3.9550 4.7580 12.3112
C 7.3409 -6.7062 -7.2517
O 7.5010 -7.0934 -6.1094
N 8.0913 -5.7671 -7.8633
C 7.8449 -5.3515 -9.2303
C 9.1821 -5.1535 -7.1253
H 6.5411 -7.1084 -7.8955
H 8.7332 -5.5480 -9.8345
H 7.6255 -4.2819 -9.2499
H 7.0012 -5.8950 -9.6523
H 9.8882 -5.9248 -6.8140
H 8.7869 -4.6656 -6.2326
H 9.6918 -4.4204 -7.7466
C 4.3096 -2.8002 6.8024
O 5.2361 -2.4256 7.4956
N 3.0080 -2.5322 7.0340
C 1.9526 -3.0138 6.1619
C 2.6534 -1.7346 8.1957
H 4.4704 -3.4111 5.8977
H 1.4039 -2.1589 5.7604
H 1.2709 -3.6436 6.7368
H 2.3632 -3.5938 5.3368
H 3.1368 -0.7591 8.1282
H 3.0070 -2.2337 9.0996
H 1.5744 -1.6046 8.2476

Atom charges from the Löwdin analysis, given in e for atoms 1 to 6: atom 1 (C): 0.09, atom 2 (C): -0.14, atom 3 (C): -0.19, atom 4 (C): -0.20, atom 5 (C): -0.13, atom 6 (C): -0.13

| no. | energy (Ha) |
| --- | --- |
| 1 | -6295.28872 |
| 2 | -3811.68997 |